Density functional theory data (the ωB97M-V functional and the def2-TZVPD basis) for a 15-piece molecular cluster, C85H214N16O29 overall.

CARTESIAN COORDINATES (ANGSTROEM)
C1 3.396 -8.136 -9.275
O1 2.877 -7.396 -8.156
C2 2.885 -5.963 -8.429
C3 2.475 -5.307 -7.126
N1 1.006 -5.499 -6.949
C4 0.565 -4.768 -5.735
C5 -0.930 -4.864 -5.640
O2 -1.329 -4.102 -4.480
C6 -2.758 -4.072 -4.303
H1 3.728 -9.169 -9.170
H2 4.257 -7.679 -9.762
H3 2.642 -8.104 -10.062
H4 2.207 -5.798 -9.266
H5 3.867 -5.715 -8.832
H6 2.652 -4.231 -7.095
H7 3.181 -5.810 -6.465
H8 0.718 -6.467 -6.933
H9 0.878 -3.724 -5.738
H10 1.091 -5.188 -4.877
H11 -1.322 -5.879 -5.589
H12 -1.386 -4.467 -6.547
H13 -3.235 -5.048 -4.393
H14 -3.040 -3.312 -5.032
H15 -2.980 -3.634 -3.330
C7 8.749 2.908 0.976
O3 7.908 1.775 1.062
C8 7.222 1.562 -0.231
C9 6.104 0.557 -0.006
N2 6.703 -0.698 0.380
C10 5.743 -1.751 0.589
C11 6.437 -3.179 0.977
O4 5.510 -4.252 0.738
C12 5.890 -5.499 1.426
H16 9.493 2.790 0.188
H17 9.346 3.108 1.866
H18 8.204 3.810 0.700
H19 7.929 1.152 -0.952
H20 6.802 2.502 -0.588
H21 5.665 0.387 -0.989
H22 5.382 0.896 0.737
H23 7.171 -0.680 1.275
H24 5.302 -1.946 -0.389
H25 5.067 -1.449 1.389
H26 6.884 -3.193 1.972
H27 7.300 -3.365 0.337
H28 5.769 -5.422 2.507
H29 6.929 -5.699 1.166
H30 5.278 -6.292 0.995
C13 5.109 3.268 -2.833
O5 5.510 1.944 -3.205
C14 4.440 1.200 -3.884
C15 4.863 -0.271 -4.033
N3 3.758 -0.980 -4.773
C16 4.174 -2.333 -5.094
C17 4.297 -3.248 -3.787
O6 2.892 -3.468 -3.367
C18 2.781 -4.165 -2.132
H31 4.746 3.749 -3.741
H32 5.937 3.850 -2.427
H33 4.288 3.320 -2.118
H34 4.209 1.711 -4.819
H35 3.571 1.228 -3.227
H36 5.073 -0.576 -3.008
H37 5.801 -0.203 -4.583
H38 2.947 -1.074 -4.178
H39 5.078 -2.352 -5.702
H40 3.371 -2.680 -5.744
H41 4.888 -2.778 -3.001
H42 4.804 -4.204 -3.919
H43 1.788 -4.133 -1.684
H44 3.411 -3.773 -1.333
H45 3.006 -5.180 -2.459
C19 -0.325 -5.525 0.262
O7 -0.914 -4.239 0.685
C20 -2.144 -3.906 0.088
C21 -2.887 -2.769 0.844
N4 -3.418 -3.077 2.195
C22 -2.393 -3.746 2.994
C23 -2.753 -3.690 4.473
O8 -2.923 -2.326 4.845
C24 -3.259 -2.188 6.292
H46 -1.138 -6.242 0.373
H47 0.514 -5.896 0.851
H48 0.010 -5.458 -0.773
H49 -2.913 -4.679 0.072
H50 -2.074 -3.563 -0.944
H51 -3.726 -2.415 0.245
H52 -2.180 -1.940 0.815
H53 -3.867 -2.370 2.759
H54 -1.448 -3.213 2.894
H55 -2.225 -4.790 2.731
H56 -2.086 -4.348 5.030
H57 -3.751 -4.125 4.519
H58 -3.414 -1.173 6.658
H59 -2.483 -2.600 6.937
H60 -4.097 -2.814 6.599
C25 -3.590 -0.759 -2.521
O9 -3.936 -0.196 -1.252
C26 -5.355 0.120 -1.218
C27 -5.813 0.553 0.116
N5 -5.605 2.016 0.457
C28 -6.270 2.506 1.663
C29 -7.727 3.035 1.421
O10 -8.456 3.418 2.598
C30 -9.729 3.924 2.252
H61 -2.537 -1.033 -2.455
H62 -3.648 -0.015 -3.316
H63 -4.248 -1.555 -2.872
H64 -5.952 -0.738 -1.529
H65 -5.694 0.853 -1.949
H66 -5.125 0.073 0.813
H67 -6.866 0.273 0.144
H68 -4.605 2.157 0.444
H69 -5.672 3.403 1.824
H70 -6.144 1.839 2.516
H71 -8.277 2.266 0.879
H72 -7.743 3.924 0.790
H73 -10.360 3.075 1.989
H74 -9.750 4.636 1.427
H75 -10.216 4.517 3.026
C31 -2.679 -0.741 -7.278
O11 -2.021 -1.684 -8.180
C32 -0.599 -1.783 -7.884
C33 -0.093 -2.800 -8.898
N6 -0.244 -2.415 -10.288
C34 0.668 -1.287 -10.665
C35 2.204 -1.655 -10.496
O12 2.762 -1.424 -9.147
C36 3.978 -2.087 -9.000
H76 -3.671 -0.416 -7.591
H77 -2.170 0.210 -7.118
H78 -2.687 -1.310 -6.349
H79 -0.489 -2.134 -6.857
H80 -0.079 -0.830 -7.978
H81 -0.707 -3.667 -8.654
H82 0.926 -3.151 -8.738
H83 -1.223 -2.166 -10.285
H84 0.412 -0.313 -10.247
H85 0.597 -1.249 -11.752
H86 2.740 -0.941 -11.120
H87 2.360 -2.601 -11.015
H88 4.186 -1.986 -7.935
H89 4.764 -1.563 -9.544
H90 3.949 -3.128 -9.324
C37 0.864 -1.357 7.439
O13 1.759 -1.129 6.288
C38 3.111 -0.835 6.592
C39 3.817 -0.479 5.325
N7 3.507 0.873 4.822
C40 4.289 1.047 3.571
C41 3.691 2.172 2.708
O14 3.007 1.760 1.507
C42 2.912 2.835 0.563
H91 1.349 -2.107 8.064
H92 -0.130 -1.742 7.210
H93 0.698 -0.416 7.963
H94 3.646 -1.637 7.100
H95 3.207 -0.076 7.368
H96 3.605 -1.201 4.537
H97 4.878 -0.520 5.573
H98 2.536 0.898 4.543
H99 4.307 0.141 2.966
H100 5.360 1.071 3.768
H101 4.619 2.642 2.382
H102 3.146 2.956 3.234
H103 3.885 3.105 0.152
H104 2.461 3.708 1.034
H105 2.219 2.505 -0.211
C43 1.507 -9.372 6.215
O15 1.111 -7.999 6.249
C44 -0.133 -7.631 6.882
C45 -0.265 -6.067 6.830
N8 0.048 -5.597 5.511
C46 0.766 -4.313 5.540
C47 1.171 -4.012 4.070
O16 2.045 -4.999 3.645
C48 2.599 -4.684 2.342
H106 0.855 -10.016 5.624
H107 1.480 -9.766 7.231
H108 2.523 -9.419 5.824
H109 -0.088 -7.981 7.913
H110 -0.906 -8.133 6.300
H111 0.516 -5.740 7.516
H112 -1.222 -5.697 7.200
H113 0.734 -6.212 5.097
H114 1.652 -4.354 6.173
H115 0.157 -3.495 5.926
H116 1.575 -3.010 3.923
H117 0.289 -3.989 3.430
H118 3.424 -3.975 2.264
H119 1.873 -4.288 1.631
H120 2.946 -5.582 1.832
C49 -2.577 6.753 -11.767
O17 -3.000 5.940 -10.738
C50 -2.119 5.386 -9.821
C51 -1.780 6.420 -8.746
N9 -0.824 5.877 -7.751
C52 -1.507 5.361 -6.584
C53 -0.649 4.153 -6.053
O18 -0.781 3.154 -7.077
C54 -0.156 1.965 -6.666
H121 -2.271 6.069 -12.558
H122 -1.743 7.382 -11.455
H123 -3.389 7.387 -12.123
H124 -1.246 5.013 -10.355
H125 -2.636 4.541 -9.367
H126 -2.642 6.794 -8.194
H127 -1.332 7.330 -9.144
H128 -0.253 5.167 -8.185
H129 -2.495 5.031 -6.904
H130 -1.605 6.132 -5.820
H131 -1.079 3.748 -5.137
H132 0.358 4.474 -5.789
H133 0.860 2.209 -6.358
H134 -0.053 1.459 -7.625
H135 -0.746 1.455 -5.904
C55 -4.092 0.323 3.611
O19 -5.202 -0.491 4.014
C56 -6.179 0.172 4.866
C57 -7.480 -0.643 4.986
N10 -7.335 -1.847 5.795
C58 -6.867 -2.973 4.967
C59 -6.648 -4.216 5.813
O20 -6.055 -5.226 5.041
C60 -5.639 -6.352 5.743
H136 -4.333 1.216 3.035
H137 -3.467 -0.232 2.911
H138 -3.508 0.593 4.490
H139 -6.473 1.147 4.478
H140 -5.736 0.314 5.852
H141 -7.681 -1.010 3.979
H142 -8.229 0.071 5.329
H143 -6.799 -1.619 6.619
H144 -5.852 -2.624 4.772
H145 -7.454 -3.073 4.054
H146 -7.541 -4.642 6.271
H147 -5.997 -3.902 6.629
H148 -6.370 -6.867 6.366
H149 -4.801 -6.203 6.424
H150 -5.242 -7.115 5.073
C61 -1.306 4.269 7.346
O21 -1.404 2.863 7.572
C62 -2.692 2.443 8.060
C63 -2.865 0.899 7.941
N11 -2.899 0.284 9.334
C64 -1.654 0.392 10.160
C65 -1.711 -0.249 11.566
O22 -1.535 -1.661 11.601
C66 -1.388 -2.136 12.974
H151 -2.087 4.468 6.612
H152 -0.343 4.583 6.943
H153 -1.417 4.847 8.263
H154 -3.397 2.988 7.433
H155 -2.940 2.836 9.046
H156 -2.042 0.448 7.386
H157 -3.804 0.697 7.427
H158 -3.315 -0.631 9.423
H159 -1.481 1.464 10.252
H160 -0.791 -0.074 9.684
H161 -2.640 0.128 11.993
H162 -0.792 0.105 12.033
H163 -0.539 -1.656 13.462
H164 -1.269 -3.219 12.931
H165 -2.334 -1.889 13.455
C67 0.278 -1.107 -4.089
O23 1.207 -1.150 -3.025
C68 0.648 -1.137 -1.698
C69 1.671 -0.663 -0.645
N12 1.108 -0.198 0.638
C70 0.712 -1.231 1.645
C71 0.021 -0.507 2.813
O24 0.793 0.597 3.294
C72 0.057 1.342 4.350
H166 -0.512 -1.836 -3.906
H167 0.701 -1.111 -5.093
H168 -0.354 -0.228 -3.961
H169 0.333 -2.136 -1.398
H170 -0.191 -0.441 -1.674
H171 2.198 0.164 -1.121
H172 2.477 -1.391 -0.551
H173 1.800 0.311 1.169
H174 1.582 -1.713 2.090
H175 0.014 -1.952 1.219
H176 -0.176 -1.170 3.656
H177 -0.952 -0.180 2.447
H178 0.714 2.162 4.642
H179 -0.116 0.659 5.182
H180 -0.862 1.725 3.907
C73 0.641 2.602 -2.663
O25 1.552 3.653 -2.388
C74 0.954 4.800 -1.765
C75 1.950 5.952 -1.672
N13 1.450 7.058 -0.735
C76 2.304 8.293 -0.620
C77 2.750 8.943 -1.970
O26 3.085 10.326 -1.952
C78 3.330 10.825 -3.220
H181 0.392 2.257 -1.659
H182 1.183 1.799 -3.161
H183 -0.272 2.916 -3.169
H184 0.691 4.500 -0.750
H185 0.073 5.068 -2.348
H186 2.054 6.246 -2.716
H187 2.919 5.584 -1.333
H188 0.533 7.292 -1.089
H189 3.193 8.177 0.000
H190 1.737 8.883 0.099
H191 1.888 8.820 -2.625
H192 3.588 8.321 -2.286
H193 4.325 10.512 -3.535
H194 3.345 11.908 -3.092
H195 2.612 10.427 -3.937
C79 -1.981 7.038 -2.876
O27 -1.460 7.162 -1.577
C80 -2.105 6.392 -0.544
C81 -1.417 6.754 0.804
N14 -0.350 5.805 1.245
C82 -0.009 6.097 2.591
C83 0.901 5.129 3.318
O28 1.190 5.516 4.646
C84 2.131 4.680 5.293
H196 -3.001 7.387 -3.032
H197 -1.772 6.041 -3.265
H198 -1.365 7.711 -3.473
H199 -2.096 5.339 -0.823
H200 -3.143 6.725 -0.538
H201 -2.214 6.837 1.542
H202 -1.107 7.795 0.714
H203 0.466 5.949 0.667
H204 -0.932 6.204 3.162
H205 0.452 7.079 2.493
H206 1.793 5.047 2.698
H207 0.649 4.073 3.227
H208 1.827 3.711 5.688
H209 2.571 5.276 6.093
H210 3.021 4.471 4.701
C85 -1.927 2.225 0.369
O29 -2.825 2.958 0.106
N15 -1.881 0.981 0.049
N16 -0.871 2.549 1.003
H211 -2.638 0.650 -0.532
H212 -1.156 0.420 0.475
H213 -0.755 3.462 1.421
H214 -0.180 1.857 1.256

The calculation puts the LUMO energy at 0.60 eV. The value obtained for the maximum force is 6.8 eV/A. The calculation puts the HOMO energy at -8.1 eV. Its HOMO-LUMO gap is 0.31957 Eh.